Here is 2 unconnected molecules or ions with the total composition C4H11N3 at a distorted geometry from the OMol25 dataset. Energies are from ωB97M-V/def2-TZVPD.

Computed properties:
Energy relative to the best compared isomer or geometry (same formula, charge and spin) (kcal/mol): 100.3
Multiplicity: 1
Energy (hartree): -323.14670
M (Da): 101.2
Gap between HOMO and LUMO (alpha / beta) (eV): 8.6 / 7.6
LUMO (alpha / beta) (eV): -0.128 / -0.258
HOMO energy (alpha / beta) (eV): -8.7420 / -7.8097
Charge: 0

CARTESIAN COORDINATES (ANGSTROEM)
C -0.4728 -1.4152 -1.1250
C 0.5638 -1.3757 1.1990
N -0.2293 1.3155 1.3666
C -0.6877 0.6437 0.3336
C -0.1600 -0.6490 0.1179
N 1.4758 1.5804 -0.3283
N -1.5659 1.2252 -0.5869
H -0.6000 2.2645 1.3767
H 1.8300 1.0390 0.4601
H 2.3008 2.1255 -0.6246
H -1.7023 0.7041 -1.4398
H -1.2876 2.1737 -0.8067
H 0.1995 -2.2649 -1.2420
H -1.4964 -1.8134 -1.0872
H 0.7534 -0.7387 2.0582
H -0.3933 -0.7928 -2.0184
H -0.0343 -2.2381 1.5242
H 1.5061 -1.7838 0.8226

These are the Mulliken partial charges, in e, on atoms 1 to 2: atom 1 (C): -1.5732, atom 2 (C): -1.3458